DFT (ωB97M-V/def2-TZVPD) results for a 2-piece molecular cluster, C2H8BFNO4 overall in a non-equilibrium geometry.

Each line ends with the Löwdin charge.
Geometry (Å):
F 1.218 1.649 0.308  -0.300
O 0.942 2.574 3.057  0.040
O -0.678 0.752 2.967  0.056
O 0.497 -1.525 -2.983  -0.090
O 0.194 -1.812 -0.212  -0.095
N 1.342 0.675 1.484  0.040
C -0.858 -1.295 -1.006  -0.269
C -0.292 -0.607 -2.230  -0.253
B 0.536 1.318 2.488  -0.814
H -1.473 -2.147 -1.305  0.112
H 0.947 -2.066 -2.319  0.071
H -1.468 -0.600 -0.417  0.112
H 0.515 3.252 2.522  0.061
H 0.649 -1.043 0.179  0.044
H -1.322 0.878 2.267  0.063
H -1.090 -0.237 -2.878  0.110
H 0.339 0.234 -1.922  0.110

Summary:
Net charge ... -1
Total energy ... -561.4676 hartree

***

DFT (ωB97M-V/def2-TZVPD) results for C18H19Cl2N6O2S2Ti as an isolated structure.

Each line ends with the Löwdin charge.
Geometry (Å):
Ti 2.921 -0.783 -0.462  0.343
Cl 2.954 1.384 -0.463  0.263
Cl 4.878 -2.269 -0.127  0.589
S -0.210 0.367 -1.375  0.899
S 2.524 -1.356 1.826  0.683
O -1.370 -0.341 -0.381  -0.337
O -0.667 0.228 -2.737  -0.375
N 2.267 -2.414 -1.736  -0.007
N 0.350 0.257 2.081  0.110
N -0.041 -1.950 1.680  0.151
N -6.477 1.856 -0.714  0.108
N 0.933 -0.815 -1.049  -0.315
N -0.021 -2.625 -2.321  0.173
C -5.195 1.350 -0.664  -0.317
C -4.818 0.273 -1.474  -0.013
C 0.305 -3.747 -2.956  -0.068
C 1.597 -4.264 -3.010  -0.018
C 2.575 -3.556 -2.349  -0.082
C 1.992 1.442 3.463  -0.043
C -4.255 1.867 0.231  -0.022
C -2.642 0.249 -0.489  -0.354
C 1.062 1.450 2.438  -0.275
C 0.989 -1.986 -1.755  -0.478
C 1.374 3.800 2.120  -0.064
C 4.738 -1.046 -1.450  -0.560
C 2.332 3.801 3.126  -0.063
C 0.821 -0.953 1.859  -0.745
C -3.551 -0.272 -1.393  -0.009
C 0.739 2.621 1.769  -0.061
C 2.638 2.625 3.794  -0.055
C -2.984 1.322 0.315  -0.031
H 2.206 0.532 4.007  0.104
H -0.998 -1.747 1.422  0.121
H 3.369 2.626 4.590  0.114
H -5.532 -0.139 -2.177  0.117
H 5.487 -0.282 -1.267  0.019
H 0.334 -2.844 1.413  0.110
H -2.265 1.748 1.007  0.098
H 0.016 2.604 0.962  0.101
H -0.652 0.370 1.974  0.147
H 4.831 -1.517 -2.421  0.027
H -3.256 -1.094 -2.031  0.124
H -7.022 1.653 -1.533  0.096
H 2.833 4.721 3.396  0.112
H -6.628 2.776 -0.339  0.095
H 3.607 -3.882 -2.298  0.118
H -4.523 2.702 0.867  0.115
H -0.512 -4.273 -3.438  0.126
H 1.128 4.716 1.599  0.115
H 1.818 -5.183 -3.529  0.114

Summary:
Net charge ... +1
Total energy ... -3742.4738 hartree

***

DFT (ωB97M-V/def2-TZVPD) results for a 6-piece molecular cluster, C24H66N6O6 overall in a non-equilibrium geometry.

Each line ends with the Löwdin charge.
Geometry (Å):
O 7.728 -4.012 14.370  -0.203
O 3.276 -4.660 11.981  -0.182
O 12.744 -3.875 8.964  -0.212
O 2.178 -6.047 17.126  -0.203
O 7.652 -3.227 18.049  -0.213
O 5.184 -2.565 7.664  -0.198
N 10.056 -0.904 16.522  0.042
N 10.018 -3.025 12.979  0.048
N 15.378 -3.502 9.721  0.041
N 4.948 -7.828 15.339  0.041
N 6.742 0.495 8.987  0.019
N 0.829 -2.261 13.244  0.027
C 13.278 -2.598 8.659  -0.207
C 15.282 -1.119 9.214  -0.066
C 3.411 -6.730 16.999  -0.200
C 11.667 -4.265 8.160  -0.127
C 6.676 -0.949 8.642  -0.413
C 6.833 -3.245 19.172  -0.132
C 0.638 -3.858 11.286  -0.048
C 5.329 -2.667 6.263  -0.094
C 2.647 -7.324 14.619  -0.052
C 9.086 -3.991 12.375  -0.428
C 2.868 -3.417 12.452  -0.244
C 8.572 -2.134 18.076  -0.185
C 14.462 -2.360 9.576  -0.447
C 8.345 -4.817 13.416  -0.233
C 5.232 -1.292 8.234  -0.223
C 7.033 -4.688 15.400  -0.090
C 7.075 -1.789 9.861  -0.083
C 3.793 -6.937 15.529  -0.438
C 2.154 -4.686 16.699  -0.086
C 9.868 -4.804 11.349  -0.053
C 1.352 -3.474 12.590  -0.440
C 4.678 -4.825 11.863  -0.083
C 10.367 -3.397 16.868  -0.051
C 9.426 -2.186 16.804  -0.439
H -0.341 -4.239 11.606  0.074
H 13.533 -2.564 7.592  0.128
H 4.607 -1.273 9.130  0.121
H 14.030 -2.183 10.568  0.136
H 1.808 -6.631 14.727  0.069
H 8.087 -1.578 10.226  0.070
H 6.787 -5.703 15.059  0.072
H 7.383 -1.026 7.816  0.132
H 16.141 -0.977 9.862  0.075
H 6.173 -2.027 5.976  0.086
H 4.995 -4.221 11.007  0.084
H 4.873 -5.871 11.643  0.088
H 1.176 -4.203 13.387  0.120
H 7.116 -2.867 9.669  0.071
H 0.384 -2.971 10.705  0.075
H 3.176 -2.505 11.907  0.127
H 10.703 -0.688 17.278  0.075
H 4.397 -2.450 5.741  0.088
H 1.022 -1.439 12.668  0.069
H 4.828 -0.509 7.581  0.125
H 12.498 -1.856 8.864  0.129
H 11.265 -3.233 16.260  0.069
H 7.685 -4.765 16.264  0.070
H 5.271 -4.513 12.727  0.077
H 6.128 0.620 9.795  0.068
H 3.203 -7.682 17.501  0.126
H 7.612 -5.443 12.886  0.118
H 6.052 -4.264 15.608  0.088
H 9.087 -5.491 13.875  0.134
H 10.641 -1.011 15.699  0.064
H 8.325 -3.322 11.954  0.117
H 11.199 -5.119 8.642  0.081
H 9.889 -4.286 16.459  0.063
H 15.980 -3.567 8.910  0.068
H 4.156 -5.930 15.294  0.110
H 10.376 -4.134 10.653  0.057
H 10.695 -5.361 11.793  0.086
H 1.171 -4.380 17.053  0.095
H 9.192 -2.221 18.975  0.127
H 7.401 -3.492 20.085  0.089
H 9.525 -2.552 13.729  0.053
H 14.782 -4.315 9.843  0.064
H 6.096 -4.046 19.108  0.083
H 9.217 -5.430 10.739  0.081
H 5.660 -3.681 6.042  0.087
H 10.857 -3.512 8.172  0.084
H 4.215 -6.299 17.604  0.119
H 1.109 -4.668 10.741  0.072
H 7.650 0.663 9.417  0.066
H 2.891 -4.078 17.240  0.088
H 10.793 -3.531 17.866  0.078
H 2.345 -4.586 15.628  0.065
H 14.618 -0.256 9.310  0.077
H 6.438 -1.651 10.738  0.077
H 15.613 -1.215 8.177  0.076
H 2.313 -8.361 14.669  0.082
H 10.840 -3.500 13.339  0.069
H 2.900 -7.198 13.559  0.071
H 3.274 -3.126 13.437  0.122
H 8.708 -2.421 16.014  0.114
H 5.247 -7.744 14.380  0.061
H -0.187 -2.312 13.217  0.069
H 6.316 -2.308 19.413  0.089
H 4.771 -8.789 15.591  0.069
H 7.932 -1.246 18.042  0.128
H 11.934 -4.312 7.099  0.090

Summary:
Net charge ... 0
SMILES string ... COC[C@H](C)N.COC[C@H](C)N.COC[C@H](C)N.COC[C@H](C)N.COC[C@H](C)N.COC[C@H](C)N
Total energy ... -1733.8224 hartree

***

DFT (ωB97M-V/def2-TZVPD) results for one molecule with the formula C5H8N2O4 in a non-equilibrium geometry.

Each line ends with the Löwdin charge.
Geometry (Å):
O 2.748 -1.938 -0.591  0.067
O 2.435 2.355 0.007  0.162
O 0.318 1.601 -0.139  0.041
O 2.396 -0.810 1.295  0.102
N 2.094 0.212 -0.671  0.158
N 2.428 -0.668 0.100  -0.323
C -2.492 0.628 0.686  -0.062
C -0.515 0.680 -0.854  -0.122
C -1.103 -1.427 0.467  0.046
C 1.630 1.485 -0.149  -0.512
C -1.290 -0.191 0.135  -0.326
H -1.077 1.359 -1.556  0.151
H 0.234 -0.036 -1.373  0.136
H -0.463 -2.224 0.064  0.077
H -1.719 -1.749 1.387  0.101
H 2.946 -1.757 -1.494  0.081
H -3.077 -0.011 1.394  0.078
H -2.188 1.471 1.254  0.057
H -3.304 1.022 0.037  0.088

Summary:
Net charge ... 0
SMILES string ... C=C(C)COC(=O)/N=[N+](\[O-])O
Total energy ... -605.6027 hartree

***

DFT (ωB97M-V/def2-TZVPD) results for one molecule with the formula C6H13N in a non-equilibrium geometry.

Each line ends with the Löwdin charge.
Geometry (Å):
N -0.198 -0.450 -1.630  -0.048
C -0.131 1.938 -1.050  0.046
C -1.417 0.291 1.698  -0.096
C 0.174 0.645 -0.771  -0.397
C -0.053 -0.438 1.500  -0.232
C 0.848 -1.498 -1.727  -0.124
C 0.875 0.323 0.522  -0.189
H -1.174 2.164 -1.235  0.057
H 1.303 1.186 1.024  0.113
H -2.204 -0.228 2.243  0.067
H -1.601 0.548 0.664  0.041
H 0.882 -2.192 -2.577  0.076
H 1.796 -0.953 -1.803  0.081
H 0.901 -2.187 -0.881  0.066
H 0.467 2.833 -0.856  0.060
H 0.487 -0.452 2.471  0.106
H -0.283 -1.474 1.222  0.096
H 1.745 -0.329 0.267  0.097
H -1.326 1.166 2.341  0.071
H -1.090 -0.893 -1.421  0.110

Summary:
Net charge ... 0
SMILES string ... C=C(CCC)NC
Total energy ... -291.0619 hartree

***

DFT (ωB97M-V/def2-TZVPD) results for C10H36NO12V as an isolated structure in a non-equilibrium geometry.

Each line ends with the Löwdin charge.
Geometry (Å):
V -20.068 7.552 11.290  1.059
O -24.742 3.044 7.037  -0.058
O -20.577 4.518 8.499  -0.037
O -19.473 2.644 8.006  -0.063
O -20.400 0.865 2.992  -0.058
O -18.889 8.259 12.092  -0.397
O -18.819 4.000 9.523  -0.039
O -20.555 -1.847 9.510  -0.053
O -17.816 1.713 13.569  -0.053
O -21.423 8.314 11.700  -0.403
O -22.634 7.251 4.967  -0.056
O -21.365 5.066 15.013  -0.058
O -14.006 5.382 8.535  -0.045
N -15.736 -0.349 7.037  0.357
C -13.339 5.938 10.751  -0.073
C -21.496 0.100 2.629  -0.508
C -12.955 5.235 9.501  -0.534
C -21.211 -1.297 3.316  -0.044
C -21.989 4.938 17.264  -0.072
C -21.511 0.092 1.130  -0.066
C -19.619 3.704 8.615  -1.101
C -11.668 5.778 8.933  -0.062
C -23.587 4.351 15.396  -0.069
C -22.469 5.259 15.886  -0.502
H -21.571 1.107 0.739  0.084
H -12.728 4.194 9.729  0.126
H -22.927 6.242 15.774  0.142
H -15.198 -0.447 7.886  0.157
H -15.129 -0.011 6.305  0.160
H -20.660 -0.442 0.707  0.080
H -22.722 5.212 18.023  0.077
H -22.406 0.555 3.020  0.137
H -23.266 3.323 15.224  0.080
H -23.584 7.159 5.039  0.026
H -24.053 4.777 14.509  0.080
H -23.876 3.400 7.238  0.028
H -16.583 0.190 7.150  0.164
H -21.159 5.612 17.472  0.081
H -21.991 -1.980 2.980  0.071
H -22.288 6.762 5.713  0.028
H -12.492 5.811 11.426  0.081
H -13.451 7.009 10.580  0.091
H -20.229 -0.981 9.266  0.026
H -21.695 3.908 17.469  0.085
H -17.818 0.803 13.275  0.021
H -24.392 4.307 16.130  0.076
H -11.799 6.800 8.577  0.089
H -11.389 5.066 8.157  0.078
H -21.157 4.129 14.988  0.084
H -15.958 -1.316 6.848  0.155
H -24.817 2.268 7.592  0.026
H -20.022 -2.100 10.265  0.023
H -21.257 -1.079 4.383  0.069
H -14.252 5.588 11.231  0.084
H -10.891 5.802 9.697  0.081
H -20.242 -1.711 3.038  0.072
H -17.741 2.226 12.764  0.029
H -14.813 5.042 8.929  0.084
H -20.406 0.865 3.952  0.086
H -22.330 -0.467 0.678  0.077

Summary:
Net charge ... 0
Total energy ... -2303.8949 hartree

***

Short version: gap between HOMO and LUMO = 6.563, 6.250, 9.805, 10.776, 9.140, 2.967 eV, in the order given.
Short version: lowest unoccupied orbital energy = 3.52, -4.01, 0.61, 0.38, 1.07, -2.48 eV, in the order given.